# 1
Here is a molecular structure, C27H30ClN6S4Ti from the Open Molecules 2025 dataset. Energies are from the ωB97M-V functional and the def2-TZVPD basis.

Summary:
HOMO (alpha / beta): -5.689 / -7.074 eV
Electronic energy: -116404.79027 eV
Expectation value of S²: 0.773

Structure (ORCA input):
```
! RIJCOSX wB97M-V def2-TZVPD def2/J DEFGRID3
* xyz 0 2
Ti 0.909 0.212 -0.011
C -2.655 -1.088 2.489
C -1.531 -0.377 1.804
N -0.861 -0.933 0.767
N -1.470 -2.036 0.244
C -1.209 -2.665 -0.883
N -2.209 -3.500 -1.332
S 0.218 -2.589 -1.821
C -1.124 0.933 2.155
C -1.695 1.698 3.203
C -1.277 2.984 3.415
C -0.282 3.536 2.600
C 0.261 2.740 1.618
N -0.135 1.483 1.389
H -3.549 -1.172 1.858
H -2.965 -0.567 3.388
H -2.362 -2.098 2.797
H -2.306 -2.356 0.717
H -3.117 -3.077 -1.462
H -1.940 -4.120 -2.079
H -2.464 1.276 3.832
H -1.718 3.566 4.214
H 0.077 4.546 2.736
H 1.046 3.117 0.974
S 1.696 -2.097 -0.504
C 2.775 1.046 -0.427
N 4.035 1.413 -0.272
C 4.472 2.525 -1.121
C 3.509 3.702 -0.998
N 2.115 3.288 -1.169
C 1.313 4.052 -2.111
C 1.139 5.483 -1.663
C 0.287 5.775 -0.600
C 0.134 7.078 -0.156
C 0.833 8.111 -0.772
C 1.675 7.831 -1.835
C 1.824 6.522 -2.277
C 1.897 1.899 -1.095
S -0.887 0.965 -1.742
C 5.017 0.622 0.459
C 5.991 1.469 1.240
C 7.348 1.174 1.205
C 8.259 1.930 1.932
C 7.817 3.000 2.693
C 6.463 3.307 2.726
C 5.556 2.546 2.007
H 4.507 2.179 -2.160
H 5.474 2.833 -0.827
H 3.763 4.445 -1.760
H 3.647 4.181 -0.023
H 0.336 3.571 -2.175
H 1.756 4.034 -3.119
H -0.265 4.971 -0.128
H -0.537 7.292 0.666
H 0.713 9.130 -0.426
H 2.218 8.631 -2.323
H 2.479 6.306 -3.114
H 5.570 -0.012 -0.242
H 4.454 -0.027 1.127
H 7.698 0.344 0.600
H 9.313 1.686 1.896
H 8.524 3.595 3.258
H 6.111 4.141 3.320
H 4.499 2.779 2.041
S 1.085 0.904 -2.309
Cl 2.625 0.944 2.865
C 1.796 -0.375 1.914
H 1.006 -0.728 2.576
H 2.545 -1.162 1.840
*
```

# 2
Here is a molecular structure, C27H30CrN4O6S3 from the Open Molecules 2025 dataset. Energies are from the ωB97M-V functional and the def2-TZVPD basis.

Summary:
HOMO (alpha / beta): -3.521 / -3.570 eV
Electronic energy: -107664.47042 eV
Expectation value of S²: 3.799

Structure (ORCA input):
```
! RIJCOSX wB97M-V def2-TZVPD def2/J DEFGRID3
* xyz -1 4
Cr -0.292 0.758 -1.755
O 2.417 5.130 1.460
C 1.907 4.114 0.722
C 2.067 2.779 1.095
C 1.493 1.821 0.288
N 0.828 2.151 -0.806
C 0.673 3.415 -1.177
C 1.204 4.446 -0.434
C -0.187 3.549 -2.436
O -0.323 4.649 -2.940
O -0.691 2.427 -2.815
C 1.512 0.322 0.520
O 2.302 -0.172 1.311
O 0.647 -0.305 -0.203
H 2.859 4.771 2.237
H 2.617 2.480 1.979
H 1.064 5.472 -0.743
S -1.922 -2.623 -0.532
C -2.739 -1.460 -1.479
S -1.806 -0.689 -2.808
S -4.322 -1.008 -1.249
C 1.140 -3.947 -0.918
N 1.534 -2.591 -1.359
C 2.973 -2.350 -1.121
C 1.111 -2.361 -2.790
C 1.696 -1.109 -3.394
C 2.694 -1.320 -4.349
C 3.355 -0.266 -4.957
C 3.014 1.024 -4.584
C 2.012 1.228 -3.644
C 1.298 0.193 -3.023
H 1.417 -4.069 0.128
H 1.667 -4.676 -1.534
H 0.062 -4.034 -1.036
H 1.005 -1.886 -0.797
H 3.551 -3.035 -1.742
H 3.178 -2.512 -0.066
H 3.213 -1.325 -1.386
H 0.019 -2.347 -2.767
H 1.465 -3.234 -3.343
H 2.953 -2.338 -4.624
H 4.116 -0.450 -5.705
H 3.511 1.875 -5.034
H 1.772 2.258 -3.410
C -0.072 -1.754 2.806
C -0.626 -0.465 3.398
N -2.051 -0.521 3.717
C -2.444 -1.392 4.821
C -3.036 -2.716 4.355
C -3.057 0.149 3.095
O -4.205 0.107 3.520
C -2.777 0.999 1.887
C -3.466 2.198 1.774
C -3.348 2.936 0.610
C -2.536 2.458 -0.403
N -1.852 1.318 -0.291
C -2.001 0.587 0.816
H 0.956 -1.589 2.476
H -0.665 -2.075 1.948
H -0.073 -2.555 3.549
H -0.447 0.369 2.726
H -0.097 -0.229 4.328
H -3.181 -0.861 5.424
H -1.553 -1.553 5.432
H -3.876 -2.529 3.687
H -3.398 -3.288 5.212
H -2.303 -3.319 3.820
H -4.113 2.512 2.582
H -3.889 3.861 0.471
H -2.448 2.975 -1.348
H -1.507 -0.377 0.806
*
```

# 3
Here is a molecular structure, C27H30FeN3OS5 from the Open Molecules 2025 dataset. Energies are from the ωB97M-V functional and the def2-TZVPD basis.

Summary:
HOMO (alpha / beta): -3.574 / -3.601 eV
Electronic energy: -123571.43469 eV
Expectation value of S²: 6.016

Structure (ORCA input):
```
! RIJCOSX wB97M-V def2-TZVPD def2/J DEFGRID3
* xyz -1 5
Fe -1.320 -0.857 0.018
S -3.141 -1.186 2.065
C -4.393 -0.100 1.556
C -5.751 -0.348 1.836
C -6.756 0.493 1.404
C -6.465 1.645 0.674
C -5.139 1.934 0.402
C -4.125 1.083 0.834
S -2.463 1.471 0.377
C -1.722 1.743 2.011
C -0.342 1.170 2.199
C 0.580 1.835 3.000
C 1.775 1.204 3.307
C 2.031 -0.054 2.797
C 1.088 -0.633 1.951
C 1.387 -1.958 1.292
S -0.105 -2.955 1.020
C 0.171 -3.567 -0.633
C 1.384 -4.146 -0.978
C 1.598 -4.627 -2.259
C 0.561 -4.541 -3.184
C -0.652 -3.982 -2.830
C -0.898 -3.471 -1.545
S -2.439 -2.761 -1.122
N -0.062 -0.027 1.678
H -5.992 -1.248 2.387
H -7.787 0.243 1.630
H -7.253 2.299 0.326
H -4.872 2.825 -0.154
H -2.367 1.214 2.720
H -1.703 2.805 2.255
H 0.338 2.814 3.394
H 2.503 1.692 3.946
H 2.950 -0.580 3.020
H 2.122 -2.489 1.900
H 1.836 -1.750 0.318
H 2.169 -4.221 -0.234
H 2.550 -5.066 -2.528
H 0.703 -4.908 -4.194
H -1.450 -3.905 -3.558
C 0.490 -0.160 -3.620
C -0.451 0.493 -2.598
C -1.908 0.411 -3.118
C -0.048 1.965 -2.431
O -0.276 -0.176 -1.390
H 0.400 0.300 -4.611
H 0.244 -1.221 -3.703
H 1.527 -0.071 -3.288
H -2.296 1.391 -3.407
H -2.560 -0.007 -2.351
H -1.994 -0.250 -3.984
H -0.184 2.518 -3.367
H 0.998 2.037 -2.128
H -0.665 2.442 -1.666
C 3.469 3.305 0.767
N 4.302 2.155 1.049
C 5.300 2.085 2.005
C 5.792 0.830 1.988
N 5.080 0.145 1.021
C 4.136 0.943 0.439
S 2.989 0.524 -0.685
H 4.046 4.212 0.939
H 2.578 3.294 1.395
H 3.149 3.249 -0.272
H 5.577 2.936 2.601
H 6.580 0.380 2.562
H 5.179 -0.818 0.753
*
```

# 4
Here is a molecular structure, C27H30IN7O2S2V from the Open Molecules 2025 dataset. Energies are from the ωB97M-V functional and the def2-TZVPD basis.

Summary:
HOMO (alpha / beta): -6.143 / -7.368 eV
Electronic energy: -98475.70087 eV
Expectation value of S²: 3.762

Structure (ORCA input):
```
! RIJCOSX wB97M-V def2-TZVPD def2/J DEFGRID3
* xyz 0 4
V 0.438 0.874 -0.233
O -1.111 2.123 -0.702
C -1.953 2.172 -1.683
C -2.944 3.186 -1.699
C -3.862 3.307 -2.713
C -3.852 2.415 -3.792
C -2.902 1.420 -3.799
C -1.953 1.268 -2.777
C -0.978 0.168 -2.865
N 0.009 -0.123 -2.027
C 0.647 -1.247 -2.542
C 0.043 -1.629 -3.686
N -0.983 -0.728 -3.882
H -2.953 3.871 -0.859
H -4.599 4.100 -2.676
H -4.570 2.499 -4.596
H -2.907 0.735 -4.639
H 1.486 -1.686 -2.031
H 0.235 -2.442 -4.363
H -1.638 -0.740 -4.641
C 1.415 -5.132 1.983
C 1.855 -3.930 2.799
N 2.350 -2.831 1.963
C 3.796 -2.807 1.764
C 4.516 -2.006 2.837
C 1.509 -1.932 1.419
S 2.218 -0.631 0.520
N 0.213 -2.206 1.686
C -0.809 -1.430 1.349
O -0.821 -0.350 0.721
C -2.170 -1.929 1.772
C -3.297 -1.198 1.409
C -4.562 -1.632 1.781
C -4.706 -2.802 2.516
C -3.584 -3.536 2.877
C -2.319 -3.100 2.503
H 1.112 -5.950 2.639
H 2.226 -5.496 1.347
H 0.572 -4.862 1.349
H 2.675 -4.198 3.468
H 1.035 -3.561 3.408
H 4.008 -2.400 0.779
H 4.130 -3.847 1.769
H 4.212 -0.960 2.791
H 5.597 -2.059 2.695
H 4.287 -2.387 3.835
H -3.163 -0.293 0.832
H -5.434 -1.059 1.494
H -5.692 -3.142 2.807
H -3.694 -4.448 3.449
H -1.434 -3.660 2.774
I 5.732 3.639 -0.483
C 3.872 3.311 -1.326
C 3.492 3.953 -2.492
C 2.232 3.686 -2.995
C 1.407 2.798 -2.323
N 1.773 2.175 -1.196
C 2.996 2.434 -0.706
H 4.161 4.640 -2.992
H 1.874 4.158 -3.900
H 0.414 2.578 -2.689
H 3.258 1.930 0.215
N 0.394 4.562 0.903
C -0.106 3.561 1.636
N -1.364 3.700 2.080
S 0.825 2.204 2.074
H -0.203 5.259 0.491
H 1.317 4.441 0.521
H -1.984 4.351 1.627
H -1.785 2.853 2.425
*
```

Question: The lowest electronic energy belongs to which entry?
Answer: C27H30FeN3OS5

Question: Which value of electronic energy does entry 2 give?
Answer: -107664.47042 eV

Repeat the first record exactly.
Here is a molecular structure, C27H30ClN6S4Ti from the Open Molecules 2025 dataset. Energies are from the ωB97M-V functional and the def2-TZVPD basis.

Summary:
HOMO (alpha / beta): -5.689 / -7.074 eV
Electronic energy: -116404.79027 eV
Expectation value of S²: 0.773

Structure (ORCA input):
```
! RIJCOSX wB97M-V def2-TZVPD def2/J DEFGRID3
* xyz 0 2
Ti 0.909 0.212 -0.011
C -2.655 -1.088 2.489
C -1.531 -0.377 1.804
N -0.861 -0.933 0.767
N -1.470 -2.036 0.244
C -1.209 -2.665 -0.883
N -2.209 -3.500 -1.332
S 0.218 -2.589 -1.821
C -1.124 0.933 2.155
C -1.695 1.698 3.203
C -1.277 2.984 3.415
C -0.282 3.536 2.600
C 0.261 2.740 1.618
N -0.135 1.483 1.389
H -3.549 -1.172 1.858
H -2.965 -0.567 3.388
H -2.362 -2.098 2.797
H -2.306 -2.356 0.717
H -3.117 -3.077 -1.462
H -1.940 -4.120 -2.079
H -2.464 1.276 3.832
H -1.718 3.566 4.214
H 0.077 4.546 2.736
H 1.046 3.117 0.974
S 1.696 -2.097 -0.504
C 2.775 1.046 -0.427
N 4.035 1.413 -0.272
C 4.472 2.525 -1.121
C 3.509 3.702 -0.998
N 2.115 3.288 -1.169
C 1.313 4.052 -2.111
C 1.139 5.483 -1.663
C 0.287 5.775 -0.600
C 0.134 7.078 -0.156
C 0.833 8.111 -0.772
C 1.675 7.831 -1.835
C 1.824 6.522 -2.277
C 1.897 1.899 -1.095
S -0.887 0.965 -1.742
C 5.017 0.622 0.459
C 5.991 1.469 1.240
C 7.348 1.174 1.205
C 8.259 1.930 1.932
C 7.817 3.000 2.693
C 6.463 3.307 2.726
C 5.556 2.546 2.007
H 4.507 2.179 -2.160
H 5.474 2.833 -0.827
H 3.763 4.445 -1.760
H 3.647 4.181 -0.023
H 0.336 3.571 -2.175
H 1.756 4.034 -3.119
H -0.265 4.971 -0.128
H -0.537 7.292 0.666
H 0.713 9.130 -0.426
H 2.218 8.631 -2.323
H 2.479 6.306 -3.114
H 5.570 -0.012 -0.242
H 4.454 -0.027 1.127
H 7.698 0.344 0.600
H 9.313 1.686 1.896
H 8.524 3.595 3.258
H 6.111 4.141 3.320
H 4.499 2.779 2.041
S 1.085 0.904 -2.309
Cl 2.625 0.944 2.865
C 1.796 -0.375 1.914
H 1.006 -0.728 2.576
H 2.545 -1.162 1.840
*
```